{
  "formula": "C4H8O2",
  "method": "ωB97M-V/def2-TZVPD",
  "spin_multiplicity": 1,
  "smiles": "C=C(CO)OC",
  "charge": 0,
  "total_energy_ev": -8371.025,
  "orbital_gap_ev": 9.766,
  "e_lumo_ev": 0.92,
  "relative_energy_ev": 2.256,
  "species": ["C", "C", "C", "O", "C", "O", "H", "H", "H", "H", "H", "H", "H", "H"],
  "coordinates": [[1.617, -0.089, 1.204], [-1.027, 0.664, 0.899], [-0.369, 0.027, -0.073], [0.813, -0.628, 0.128], [-0.991, -0.168, -1.443], [-0.151, -0.434, -2.533], [2.295, -0.868, 1.545], [1.038, 0.249, 2.062], [2.210, 0.762, 0.849], [-1.877, 1.310, 0.718], [-0.771, 0.478, 1.932], [-1.750, -0.956, -1.325], [-1.540, 0.743, -1.693], [0.502, -1.091, -2.268]],
  "nbo_charge": [-0.250, -0.553, 0.318, -0.524, -0.113, -0.704, 0.195, 0.185, 0.187, 0.215, 0.199, 0.173, 0.198, 0.474]
}